DFT (the ωB97M-V functional and the def2-TZVPD basis) results for a structure of composition C10H19N3O5SW in a non-equilibrium geometry.

Structure (ORCA input):
```
! wB97M-V def2-TZVPD RIJCOSX def2/J DEFGRID3
* xyz 4 1
W 0.3875 0.4960 0.1221
N 1.1179 0.4250 -2.0306
C 0.0307 0.7331 -3.0327
C -1.1864 1.2268 -2.3072
O -2.0198 1.9346 -2.7261
N -1.2199 0.7057 -0.9044
C -2.5304 0.8611 -0.2259
C -2.3339 0.7430 1.2649
O -3.0305 0.6945 2.1641
O -0.7548 0.6908 1.4614
H 1.9200 1.0113 -2.2688
H 1.4389 -0.5263 -2.2251
H -0.2444 -0.1689 -3.5827
H 0.3510 1.4737 -3.7626
H -3.2348 0.0881 -0.5430
H -3.0019 1.8192 -0.4590
O 2.0147 1.1623 0.8089
S 2.7346 2.5024 1.4946
C 2.3779 3.5982 0.1116
C 0.8595 3.6652 0.1205
C 0.4824 3.9844 1.5661
C 1.3654 3.1296 2.5017
H 2.8855 3.2310 -0.7787
H 2.8159 4.5740 0.3624
H 0.4558 2.6661 -0.2475
H 0.4627 4.3710 -0.6100
H -0.5733 3.8664 1.8008
H 0.7079 5.0413 1.7164
H 0.8851 2.2423 2.9180
H 1.8011 3.6686 3.3499
C 1.8221 -2.3539 2.0517
C 0.9214 -2.4866 0.8923
N 0.4209 -3.5934 0.4983
O 0.5678 -1.3996 0.1409
H 2.1736 -3.3245 2.3981
H 1.2774 -1.8857 2.8777
H 2.6844 -1.7437 1.7858
H 0.6460 -4.4659 0.9799
H -0.2012 -3.6729 -0.3042
*
```

- Gap between HOMO and LUMO: 7.7 eV
- E_LUMO: -0.6153 Eh
- Highest occupied orbital energy: -24.424 eV
- Molecular weight: 477.185 Da

natural (NBO) atomic charge list, values in e, 2 entries:
1. W 2.35
2. N -0.84

DFT (the ωB97M-V functional and the def2-TZVPD basis) results for the ion H3N2O2S with charge -1 in a non-equilibrium geometry.

Structure (ORCA input):
```
! wB97M-V def2-TZVPD RIJCOSX def2/J DEFGRID3
* xyz -1 1
N -1.5073 0.5448 0.5344
S -1.0821 -0.1163 -0.8995
N 0.6734 -0.1199 -0.6891
O -1.3298 -1.5475 -1.2095
O -1.5317 0.8330 -1.9706
H -1.9813 1.4548 0.2568
H 1.0192 -0.9968 -0.9173
H 1.2141 0.6604 -1.1534
*
```

- Gap between HOMO and LUMO: 7.9 eV
- E_LUMO: 0.1574 Eh
- Highest occupied orbital energy: -3.623 eV
- SMILES: N=[S@@](N)(=O)[O-]
- Molecular weight: 95.103 Da

natural (NBO) atomic charge list, values in e, 2 entries:
1. N -1.24
2. S 2.29

DFT (the ωB97M-V functional and the def2-TZVPD basis) results for an isolated molecule of C21H28N4O4S in a non-equilibrium geometry.

Structure (ORCA input):
```
! wB97M-V def2-TZVPD RIJCOSX def2/J DEFGRID3
* xyz 0 1
C 1.5829 -1.7540 4.6308
C 2.1174 -2.7972 3.6391
C 3.6384 -2.6439 3.5559
C 1.8064 -4.2109 4.1509
C 1.4341 -2.5943 2.2973
C 0.0477 -2.7150 2.2081
C -0.6254 -2.5289 1.0176
C 0.0772 -2.2154 -0.1424
C -0.5565 -1.9756 -1.4645
O 0.0694 -2.0331 -2.5081
N -1.8909 -1.7022 -1.4402
C -2.5552 -1.2029 -2.6188
C -2.9435 0.2159 -2.4055
N -3.1792 0.7697 -1.2630
N -3.4600 2.0681 -1.4922
C -3.3792 2.2334 -2.7743
S -3.5660 3.7111 -3.6450
C -3.5249 4.8486 -2.2260
C -2.3004 4.7128 -1.3161
O -2.3634 5.0743 -0.1645
N -1.1786 4.2675 -1.9148
C -0.0558 3.7737 -1.1532
C -0.1574 2.2386 -1.0181
C 1.1340 1.6099 -0.4969
C 1.9310 1.3998 -1.7841
C 0.8356 1.1456 -2.8245
O -0.3859 1.6537 -2.2918
O -3.0693 1.0931 -3.4263
C 1.4628 -2.1154 -0.0671
C 2.1283 -2.2944 1.1305
H 2.0707 -1.8725 5.5958
H 1.7823 -0.7491 4.2644
H 0.5113 -1.8564 4.7768
H 4.0715 -2.7997 4.5418
H 4.0698 -3.3792 2.8807
H 3.9147 -1.6461 3.2230
H 2.3103 -4.3830 5.0994
H 2.1527 -4.9545 3.4362
H 0.7404 -4.3545 4.3027
H -0.5282 -2.9613 3.0872
H -1.6978 -2.6567 0.9989
H -2.3226 -1.4393 -0.5676
H -3.4457 -1.8059 -2.8402
H -1.8574 -1.2766 -3.4592
H -4.4164 4.6899 -1.6203
H -3.5558 5.8509 -2.6551
H -1.2526 3.8760 -2.8448
H -0.0882 4.2387 -0.1672
H 0.8656 4.0530 -1.6701
H -1.0286 2.0053 -0.3964
H 1.6399 2.2527 0.2195
H 0.9160 0.6508 -0.0255
H 2.6190 0.5613 -1.7152
H 2.5009 2.2956 -2.0334
H 1.0422 1.6461 -3.7767
H 0.7010 0.0761 -3.0136
H 2.0098 -1.8952 -0.9718
H 3.2016 -2.1992 1.1378
*
```

- Gap between HOMO and LUMO: 9.5 eV
- E_LUMO: 0.0232 Eh
- Highest occupied orbital energy: -8.907 eV
- SMILES: CC(C)(C)c1ccc(C(=O)NCc2nnc(SCC(=O)NC[C@@H]3CCCO3)o2)cc1
- Molecular weight: 432.546 Da

natural (NBO) atomic charge list, values in e, 2 entries:
1. C -0.60
2. C -0.07

DFT (the ωB97M-V functional and the def2-TZVPD basis) results for a cluster of 22 separate species, C66H176O22 in total in a non-equilibrium geometry.

Structure (ORCA input):
```
! wB97M-V def2-TZVPD RIJCOSX def2/J DEFGRID3
* xyz 0 1
C -3.2538 3.5402 -2.5620
C -3.5173 2.3107 -3.4158
C -4.8821 2.3213 -4.0763
O -2.4098 2.1350 -4.3967
H -3.6439 4.3886 -3.1243
H -2.2017 3.7052 -2.3297
H -3.8103 3.4826 -1.6265
H -3.3465 1.4450 -2.7759
H -5.1072 1.3593 -4.5368
H -5.0166 3.1579 -4.7620
H -5.6632 2.4490 -3.3269
H -2.5391 1.2060 -4.6012
C 0.9340 -4.8429 0.0840
C -0.3002 -5.1039 -0.9037
C -0.1793 -4.7183 -2.3666
O -0.4965 -6.4330 -0.7629
H 0.8384 -3.8391 0.4978
H 1.8856 -4.9561 -0.4354
H 1.1147 -5.5183 0.9202
H -1.2096 -4.6045 -0.5694
H 0.6041 -5.2392 -2.9172
H 0.0936 -3.6831 -2.5715
H -1.0827 -5.0693 -2.8654
H 0.0766 -6.8688 -1.3980
C -3.8296 -0.4476 -7.2533
C -4.2384 -1.0036 -5.9472
C -4.0073 -2.4841 -5.8082
O -3.3659 -0.6049 -4.9252
H -2.7503 -0.5906 -7.3072
H -3.9012 0.6388 -7.3066
H -4.3216 -0.9863 -8.0631
H -5.2473 -0.7295 -5.6388
H -4.6653 -2.9363 -6.5502
H -4.1799 -2.8022 -4.7800
H -3.0842 -2.9356 -6.1717
H -3.8182 -0.7983 -4.1008
C -4.0075 3.6215 4.0003
C -2.4894 3.8308 4.0716
C -1.7488 3.5282 2.7401
O -2.2475 5.1588 4.3229
H -4.1371 2.5462 3.8777
H -4.5206 4.2428 3.2662
H -4.5634 3.8844 4.9002
H -2.0259 3.1291 4.7651
H -0.6770 3.7245 2.7687
H -2.0995 4.1679 1.9301
H -1.7827 2.5760 2.2107
H -2.5444 5.6390 3.5465
C -1.8487 5.6316 -7.6950
C -1.3828 4.7154 -6.5294
C -1.8523 5.3313 -5.2090
O -2.1059 3.5597 -6.8542
H -2.9012 5.5489 -7.9661
H -1.4662 5.4693 -8.7027
H -1.6726 6.6868 -7.4858
H -0.3219 4.4653 -6.5331
H -1.0462 6.0512 -5.0672
H -1.7448 4.5341 -4.4735
H -2.8075 5.8547 -5.2518
H -2.1611 2.9451 -6.1188
C 4.8245 -1.4462 1.9367
C 5.4850 -0.1230 2.1460
C 4.3769 1.0466 2.4938
O 6.2745 -0.1477 3.2802
H 5.4572 -2.3071 1.7206
H 3.9907 -1.4883 1.2360
H 4.4079 -1.8587 2.8555
H 6.1688 0.1420 1.3395
H 3.4969 1.1675 1.8620
H 4.8650 2.0129 2.3670
H 4.0972 1.0976 3.5460
H 5.7918 -0.0279 4.1013
C 2.8631 4.1574 -4.7166
C 4.1472 3.5976 -5.2925
C 4.7607 4.5949 -6.2396
O 4.9346 3.4399 -4.1782
H 3.0175 5.1839 -4.3843
H 2.4604 3.6299 -3.8520
H 2.0833 4.2558 -5.4718
H 3.9551 2.6258 -5.7474
H 4.0919 4.6235 -7.0998
H 5.7256 4.4133 -6.7129
H 4.7674 5.5928 -5.8012
H 5.7672 2.9860 -4.3274
C 3.7520 -1.5652 6.1465
C 4.0451 -0.1285 6.3200
C 3.7649 0.5084 7.7397
O 5.4016 0.1623 6.0736
H 4.3313 -2.2723 6.7402
H 3.9037 -1.8261 5.0991
H 2.7532 -1.8871 6.4415
H 3.4475 0.5947 5.7651
H 2.6952 0.5766 7.9379
H 4.1279 1.5342 7.8021
H 4.2529 -0.1173 8.4870
H 5.5818 1.0643 6.3484
C -7.6032 -1.6309 4.0149
C -6.2255 -0.9444 3.7659
C -5.7834 -0.7963 2.2838
O -6.0433 0.3651 4.3081
H -7.5239 -2.1182 4.9866
H -7.9053 -2.4227 3.3294
H -8.4826 -1.0012 4.1504
H -5.4357 -1.5883 4.1527
H -6.6105 -0.2466 1.8346
H -5.7630 -1.6743 1.6383
H -5.0303 -0.0178 2.1617
H -6.6538 0.9850 3.9025
C 0.9752 -3.6623 3.8965
C -0.2976 -2.8670 3.9308
C -0.0679 -1.3873 4.3197
O -1.0550 -2.8670 2.7209
H 0.7949 -4.7099 4.1378
H 1.7468 -3.2983 4.5749
H 1.3013 -3.5878 2.8591
H -0.9787 -3.2827 4.6734
H 0.2237 -0.7679 3.4715
H 0.6435 -1.2762 5.1380
H -1.0238 -0.9103 4.5363
H -0.7743 -3.4854 2.0424
C -0.2338 -1.7770 -5.1072
C 0.3079 -1.2318 -6.4542
C 0.4934 0.2892 -6.5034
O 1.5079 -1.7812 -6.9360
H 0.5898 -1.9012 -4.4041
H -0.8932 -2.6364 -5.2289
H -0.7772 -0.9397 -4.6693
H -0.3974 -1.3775 -7.2724
H -0.3666 0.8121 -6.9218
H 1.2980 0.5910 -7.1739
H 0.8627 0.6556 -5.5456
H 2.0654 -2.1787 -6.2631
C 2.2329 5.7120 6.1532
C 1.0236 5.0210 5.5000
C 1.2315 3.5332 5.3169
O -0.1150 5.2129 6.3749
H 1.9089 6.7526 6.1386
H 3.1313 5.5204 5.5666
H 2.3657 5.3660 7.1783
H 0.7196 5.5097 4.5744
H 2.0863 3.3738 4.6596
H 0.3293 3.0294 4.9700
H 1.5624 3.0124 6.2155
H -0.8882 5.5049 5.8865
C -6.6194 6.8684 0.6826
C -5.6457 5.7594 0.4984
C -6.1452 4.5843 -0.4601
O -4.3983 6.2324 -0.0259
H -7.6521 6.5957 0.9001
H -6.5737 7.6214 -0.1043
H -6.2880 7.3956 1.5772
H -5.5754 5.4024 1.5259
H -7.0963 4.1819 -0.1116
H -5.4255 3.7744 -0.3404
H -6.1794 4.8742 -1.5103
H -4.6427 6.3778 -0.9428
C 4.0771 -5.1129 1.8426
C 4.6496 -5.6727 3.2047
C 5.6900 -4.6927 3.7163
O 3.7290 -5.8107 4.2588
H 3.1644 -5.6898 1.6930
H 4.7658 -5.2316 1.0062
H 3.6574 -4.1121 1.9446
H 5.1186 -6.6467 3.0648
H 5.2786 -3.7128 3.9583
H 6.3408 -4.4426 2.8784
H 6.2459 -5.0539 4.5815
H 2.8937 -6.2161 4.0149
C 0.8489 4.1877 -0.0550
C 1.3047 4.6391 -1.5137
C 0.4942 5.8393 -1.9586
O 2.5985 4.9866 -1.1809
H 1.1581 3.1497 0.0680
H -0.2336 4.2306 -0.1750
H 1.2757 4.8372 0.7092
H 1.1096 3.8404 -2.2292
H -0.4549 5.4797 -2.3562
H 0.9744 6.1069 -2.8998
H 0.4827 6.6068 -1.1847
H 3.0660 4.1579 -1.0536
C 8.1711 -1.6843 -1.0837
C 7.7337 -2.9157 -0.3960
C 6.4453 -3.4809 -0.9028
O 8.7423 -3.8094 -0.7172
H 7.3263 -1.0204 -0.9001
H 8.2986 -1.8810 -2.1482
H 9.0331 -1.3044 -0.5354
H 7.6133 -2.7447 0.6738
H 6.3891 -3.2205 -1.9597
H 5.5590 -3.1225 -0.3793
H 6.3873 -4.5439 -0.6690
H 9.5704 -3.5156 -0.3304
C -3.5543 -1.1788 6.1202
C -4.9125 -1.1902 6.9767
C -4.8912 -1.6948 8.4334
O -5.3110 0.1928 7.1646
H -2.8132 -0.6347 6.7058
H -3.5891 -0.7856 5.1042
H -3.1170 -2.1759 6.0693
H -5.6412 -1.7900 6.4316
H -4.7366 -2.7732 8.4691
H -5.7909 -1.5401 9.0290
H -4.0374 -1.2274 8.9240
H -5.5538 0.4822 6.2821
C 5.3527 -2.9806 -4.8315
C 4.0647 -3.6214 -4.3738
C 3.6311 -3.1614 -3.0300
O 3.0387 -3.0909 -5.1923
H 6.1960 -3.3855 -4.2720
H 5.2100 -1.9100 -4.6849
H 5.5495 -3.2391 -5.8720
H 4.0295 -4.7039 -4.4955
H 4.1527 -3.7304 -2.2605
H 2.6256 -3.4624 -2.7359
H 3.6425 -2.0819 -2.8794
H 2.9001 -3.7881 -5.8375
C 2.6401 0.6736 -2.9202
C 3.6721 1.1909 -1.9606
C 5.1138 0.7001 -2.3173
O 3.8129 2.5313 -1.7864
H 1.7703 1.3300 -2.9474
H 2.2477 -0.2877 -2.5884
H 3.1852 0.7378 -3.8619
H 3.5637 0.7434 -0.9727
H 5.9728 1.0254 -1.7304
H 5.2941 1.0303 -3.3404
H 5.2309 -0.3796 -2.4099
H 3.9617 2.9039 -2.6586
C -2.3097 -6.6565 3.8771
C -2.4190 -6.5628 2.3637
C -3.4031 -5.4388 2.0106
O -1.1674 -6.2398 1.9207
H -1.6801 -7.5096 4.1297
H -3.2731 -6.6914 4.3857
H -1.8747 -5.7159 4.2150
H -2.7000 -7.5573 2.0171
H -3.2210 -5.1450 0.9769
H -3.1887 -4.5483 2.6014
H -4.4269 -5.7794 2.1658
H -1.0966 -6.3923 0.9756
C 1.0279 -0.9867 0.2021
C -0.3686 -0.3479 0.1899
C -0.4242 0.6403 -0.9825
O -1.2675 -1.4161 0.1281
H 1.8759 -0.3283 0.3905
H 1.3053 -1.4401 -0.7495
H 1.0685 -1.7156 1.0115
H -0.4234 0.3067 1.0597
H -1.3536 1.2085 -0.9443
H -0.3113 0.1022 -1.9236
H 0.4301 1.2947 -0.8096
H -1.2962 -1.6414 1.0609
C -5.4980 -0.8076 -1.6084
C -4.1771 -1.4311 -1.0817
C -4.2047 -2.9838 -1.0778
O -3.1001 -1.0512 -1.9053
H -5.6412 -1.2481 -2.5951
H -5.5978 0.2778 -1.5943
H -6.3141 -1.1562 -0.9755
H -3.8433 -1.0230 -0.1277
H -4.8899 -3.3555 -0.3159
H -3.2275 -3.3496 -0.7624
H -4.4572 -3.3896 -2.0574
H -2.3896 -1.2204 -1.2822
*
```

- Gap between HOMO and LUMO: 9.2 eV
- E_LUMO: 0.0081 Eh
- Highest occupied orbital energy: -8.993 eV
- Molecular weight: 1322.112 Da

Mulliken atomic charge list, values in e, 2 entries:
1. C -1.03
2. C 2.88

DFT (the ωB97M-V functional and the def2-TZVPD basis) results for a structure of composition C15H39ClN4O7V in a non-equilibrium geometry.

Structure (ORCA input):
```
! wB97M-V def2-TZVPD RIJCOSX def2/J DEFGRID3
* xyz 0 2
O 0.5657 0.1534 -1.0015
V 1.1420 1.5319 -0.1983
C 5.3524 0.5825 0.8339
C 4.4957 1.8007 0.5809
O 3.3912 1.3879 -0.2533
H 5.8325 0.1354 -0.0366
H 4.7183 -0.1534 1.3284
H 6.0891 0.7021 1.6283
H 5.0493 2.6367 0.1534
H 4.1149 2.2258 1.5095
Cl 0.7591 0.4481 2.2209
C -2.2194 2.2295 0.3472
O -1.1339 2.1992 -0.1966
N -3.3133 2.8543 -0.0657
N -2.4087 1.7366 1.5112
H -4.1709 2.9081 0.4651
H -3.3413 3.0639 -1.0534
H -3.2275 2.1489 1.9350
H -1.5493 1.4404 1.9515
C 1.0609 -1.0887 -4.1766
O 1.0451 0.1477 -3.4198
C 0.2677 1.1611 -4.2176
C 0.0540 2.3245 -3.2569
N 1.1348 2.6000 -2.2403
C 0.9059 4.0266 -1.8428
C 1.5626 4.4183 -0.4406
O 1.2128 3.5055 0.5859
C 1.1954 3.9709 1.8548
H 1.4019 -1.9871 -3.6622
H 1.5091 -1.0771 -5.1702
H 0.0471 -1.3203 -4.5032
H -0.7065 0.8393 -4.5856
H 0.9959 1.3915 -4.9953
H -0.8793 2.2481 -2.6989
H -0.0439 3.0972 -4.0194
H 1.9468 2.7504 -2.8218
H -0.1620 4.1981 -1.7071
H 1.3580 4.7669 -2.5028
H 1.3840 5.4049 -0.0131
H 2.6504 4.3667 -0.3928
H 0.3281 4.6220 1.9643
H 2.0998 4.5488 2.0452
H 1.0022 3.1331 2.5248
C 0.5709 -5.5741 4.2198
O 0.2219 -4.7558 3.1316
C 0.1680 -5.3421 1.9284
C -0.1910 -4.2379 0.8305
N -1.4733 -3.5585 1.1289
C -1.8424 -2.3933 0.2909
C -3.2445 -1.8510 0.6209
O -4.2328 -2.6349 -0.0428
C -5.4944 -2.4849 0.5158
H 0.3646 -6.6409 4.1342
H 0.0303 -5.2131 5.0948
H 1.5995 -5.3290 4.4844
H -0.4931 -6.2050 1.8478
H 1.0316 -5.9491 1.6569
H -0.2542 -4.6004 -0.1955
H 0.5848 -3.4731 0.7941
H -1.8916 -3.6146 2.0465
H -1.8287 -2.7014 -0.7546
H -1.1114 -1.5866 0.3455
H -3.2300 -0.7954 0.3495
H -3.4310 -1.9872 1.6862
H -6.2869 -2.9834 -0.0425
H -5.6063 -1.4080 0.3906
H -5.4774 -2.7608 1.5702
*
```

- Gap between HOMO and LUMO (alpha / beta): 7.3 / 7.3 eV
- E_LUMO (alpha / beta): 0.0025 / 0.0028 Eh
- Highest occupied orbital energy (alpha / beta): -7.236 / -7.238 eV
- Expectation value of S²: 0.948
- Molecular weight: 473.895 Da

natural (NBO) atomic charge list, values in e, 2 entries:
1. O -0.54
2. V 1.51

DFT (the ωB97M-V functional and the def2-TZVPD basis) results for a cluster of 2 separate species, C6H10O in total.

Structure (ORCA input):
```
! wB97M-V def2-TZVPD RIJCOSX def2/J DEFGRID3
* xyz 0 1
C -0.0765 -1.2397 -0.4752
C -1.1627 -1.2202 0.2899
C -1.7935 0.1468 0.3674
C -0.8183 1.0498 -0.4312
C 0.1978 0.0983 -1.1101
H 0.5515 -2.1088 -0.6493
H -1.5731 -2.0825 0.8073
H -2.8026 0.1471 -0.0650
H -1.9005 0.4768 1.4083
H -1.3424 1.6736 -1.1620
H -0.2932 1.7324 0.2473
H 1.2320 0.4366 -0.9573
H 0.0674 0.0420 -2.1983
C 2.4319 0.2150 0.9813
O 1.8658 -0.6054 1.6567
H 3.1652 -0.0662 0.1979
H 2.2513 1.3044 1.0922
*
```

- Gap between HOMO and LUMO: 9.9 eV
- E_LUMO: 0.0342 Eh
- Highest occupied orbital energy: -8.981 eV
- SMILES: C1=CCCC1.C=O
- Molecular weight: 98.145 Da

natural (NBO) atomic charge list, values in e, 2 entries:
1. C -0.19
2. C -0.18

DFT (the ωB97M-V functional and the def2-TZVPD basis) results for an isolated molecule of C4H9NO2 in a non-equilibrium geometry.

Structure (ORCA input):
```
! wB97M-V def2-TZVPD RIJCOSX def2/J DEFGRID3
* xyz 0 1
C -2.4060 0.2548 1.0072
O -1.1259 -0.2215 0.6411
C -0.6783 0.3382 -0.5732
C 0.8265 0.1442 -0.7743
N 1.6667 0.2383 0.4163
C 2.6218 -0.7115 -0.1079
O 3.5097 -0.4278 -0.8659
H -2.3776 1.3269 1.2577
H -3.1445 0.1074 0.2042
H -2.7313 -0.3057 1.8872
H -0.9396 1.4105 -0.6026
H -1.1725 -0.1414 -1.4304
H 1.2089 0.8453 -1.5170
H 1.1758 -0.8859 -1.2192
H 1.1387 -0.1591 1.2006
H 2.3983 -1.7360 0.2427
*
```

- Gap between HOMO and LUMO: 10.6 eV
- E_LUMO: 0.0316 Eh
- Highest occupied orbital energy: -9.758 eV
- SMILES: COCCNC=O
- Molecular weight: 103.121 Da

natural (NBO) atomic charge list, values in e, 2 entries:
1. C -0.25
2. O -0.55